This record from the OMol25 dataset describes a structure of composition C11H10Cl3N4O6SSeW in a non-equilibrium geometry. The level of theory is wB97M-V/def2-TZVPD.

Each line ends with the Mulliken charge.
Cartesian coordinates (Å):
1 W 0.936 0.011 -0.653  1.52
2 N -3.549 -0.206 -0.182  -0.49
3 C -2.221 -0.385 -0.350  0.88
4 O -1.443 0.544 -0.235  -0.53
5 C -1.731 -1.777 -0.668  -0.81
6 C -0.316 -1.722 -1.233  -1.36
7 H -3.868 0.697 0.125  0.26
8 H -4.182 -0.983 -0.189  0.18
9 H -2.457 -2.267 -1.329  0.45
10 H -1.762 -2.331 0.272  0.33
11 H -0.382 -1.607 -2.320  0.52
12 H 0.208 -2.664 -1.054  0.49
13 Se 1.447 2.286 1.823  0.31
14 N 0.658 0.690 1.340  -0.37
15 C -0.010 0.233 2.433  0.80
16 C -0.669 -0.995 2.527  -0.31
17 C -1.330 -1.345 3.692  -0.74
18 C -1.329 -0.486 4.798  -0.45
19 C -0.639 0.706 4.752  -0.60
20 C 0.055 1.081 3.584  0.35
21 N 0.820 2.182 3.491  -0.91
22 H -0.612 -1.678 1.697  0.55
23 H -1.833 -2.302 3.757  0.39
24 H -1.853 -0.775 5.701  0.35
25 H -0.589 1.369 5.607  0.41
26 O 1.750 2.378 -3.338  -0.54
27 S 0.709 2.276 -2.335  1.20
28 O 0.021 0.914 -2.424  -0.58
29 O 1.356 2.046 -0.935  -0.77
30 O -0.226 3.363 -2.289  -0.69
31 O 2.430 -0.663 -0.180  -0.78
32 Cl 2.682 0.971 -5.936  -0.09
33 C 3.666 0.389 -4.598  0.76
34 Cl 4.710 -0.950 -5.151  -0.15
35 Cl 4.652 1.682 -3.929  -0.09
36 C 2.793 -0.135 -3.547  -0.13
37 N 2.112 -0.545 -2.725  -0.33

Atomic forces in eV per Å
W 0.263 -0.559 0.213
N -0.141 0.143 0.071
C 0.028 -0.570 -0.149
O 0.276 0.581 0.162
C -0.035 -0.002 -0.148
C 0.020 0.087 0.012
H -0.038 0.000 -0.012
H -0.005 -0.028 -0.016
H -0.036 0.007 -0.014
H -0.056 -0.067 0.050
H -0.061 -0.069 -0.068
H 0.002 -0.001 0.063
Se -0.680 -0.805 0.324
N 0.068 -0.078 0.706
C 0.375 0.906 -0.596
C -0.506 -0.737 0.543
C 0.308 -0.098 -1.022
C 0.309 0.917 0.337
C -0.414 -0.471 0.563
C 0.382 0.559 -0.369
N 0.083 -0.307 -0.436
H 0.091 -0.025 -0.130
H 0.051 0.006 -0.032
H 0.024 0.041 0.012
H -0.051 -0.016 0.001
O -0.080 0.258 -0.001
S -0.041 -0.751 0.399
O -0.265 0.307 -0.432
O 0.010 0.615 0.081
O 0.018 0.109 -0.050
O 0.003 0.157 0.218
Cl 0.010 -0.005 -0.150
C -0.166 -0.028 0.251
Cl 0.036 -0.012 -0.034
Cl 0.176 0.027 -0.042
C 0.004 -0.013 -0.139
N 0.038 -0.079 -0.165

Calculated values
- net charge = -1
- LUMO energy (spin up / spin down) (Ha) = 0.0586 / 0.0586
- 2S+1 = 1
- strongest force on any atom (eV Å⁻¹) = 1.15



This record from the OMol25 dataset describes a structure of composition C11H10ClCrNS in a non-equilibrium geometry. The level of theory is wB97M-V/def2-TZVPD.

Each line ends with the Mulliken spin population.
Cartesian coordinates (Å):
1 C 0.933 -1.804 -0.121  -0.01
2 C 1.003 -1.476 -1.501  -0.04
3 C -0.366 -1.487 -1.969  -0.04
4 H 1.869 -1.441 -2.157  0.01
5 C -1.243 -1.448 -0.849  -0.01
6 C -0.425 -1.685 0.301  -0.06
7 H -0.845 -2.064 1.230  0.00
8 H 1.792 -2.131 0.451  0.00
9 H -0.736 -1.621 -2.977  0.00
10 H -2.340 -1.445 -0.931  0.01
11 Cr -0.110 0.681 -1.458  3.24
12 Cl -0.184 2.826 -0.585  -0.03
13 C 0.209 2.174 -3.049  -0.08
14 C -1.061 1.498 -3.304  0.02
15 C -0.732 0.280 -3.935  -0.07
16 H -2.050 1.963 -3.227  0.01
17 C 0.683 0.109 -3.916  0.03
18 C 1.267 1.238 -3.304  -0.02
19 H 2.338 1.479 -3.244  0.01
20 H 0.346 3.268 -2.980  0.00
21 H -1.462 -0.414 -4.347  -0.01
22 H 1.228 -0.739 -4.329  0.00
23 S -0.070 0.944 3.650  0.01
24 C -0.032 0.728 2.036  0.02
25 N -0.012 0.566 0.845  0.00

Atomic forces in eV per Å
C -1.537 -0.060 0.443
C -1.526 -0.694 -0.611
C -0.077 -0.017 0.150
H -0.153 -0.249 0.343
C 0.662 -0.490 -0.286
C 0.990 -2.417 -0.721
H 0.361 0.814 0.135
H -0.169 0.477 0.328
H 0.420 -0.020 0.632
H 0.707 -0.036 0.272
Cr 0.019 0.241 1.973
Cl -0.466 0.825 0.604
C -0.066 0.164 -1.601
C 1.157 1.336 -0.115
C 1.503 -0.194 -0.827
H 0.560 -0.244 0.003
C -1.175 0.049 -1.492
C -0.600 1.092 -0.338
H -0.688 -0.228 0.122
H -0.168 -1.185 0.522
H 0.257 0.081 0.252
H -0.266 0.104 0.401
S -0.011 -0.081 0.273
C 0.088 -0.298 -3.869
N 0.175 1.028 3.407

Calculated values
- <S²> = 3.917
- net charge = -1
- LUMO energy (spin up / spin down) (Ha) = 0.0742 / 0.1053
- 2S+1 = 4
- strongest force on any atom (eV Å⁻¹) = 3.88



This record from the OMol25 dataset describes a structure of composition C11H10ClMnNS in a non-equilibrium geometry. The level of theory is wB97M-V/def2-TZVPD.

Each line ends with the Mulliken spin population.
Cartesian coordinates (Å):
1 C 0.624 2.044 -1.242  -0.01
2 C -0.185 1.056 -1.880  0.02
3 C 0.645 -0.067 -2.183  -0.01
4 H -1.246 1.167 -2.123  0.00
5 C 1.949 0.206 -1.683  0.03
6 C 1.935 1.516 -1.110  0.00
7 H 2.802 2.033 -0.686  0.00
8 H 0.290 3.030 -0.929  0.00
9 H 0.333 -0.976 -2.708  0.00
10 H 2.808 -0.472 -1.728  0.00
11 Mn -0.516 0.118 0.963  4.51
12 Cl -1.682 1.982 1.116  0.11
13 C -1.451 -1.331 1.984  -0.03
14 C -0.368 -2.041 1.327  0.05
15 C -0.699 -2.182 -0.059  0.11
16 H 0.456 -2.560 1.823  0.00
17 C -1.864 -1.432 -0.320  0.08
18 C -2.351 -0.888 0.914  0.00
19 H -3.277 -0.340 1.039  0.01
20 H -1.556 -1.158 3.050  0.01
21 H -0.180 -2.826 -0.771  0.02
22 H -2.349 -1.341 -1.295  0.01
23 S 2.835 2.599 2.498  0.04
24 C 1.876 1.408 2.128  0.05
25 N 1.170 0.459 1.872  0.01

Atomic forces in eV per Å
C 0.465 -0.627 -0.295
C 0.466 -0.083 -0.064
C 0.187 0.463 0.271
H 0.373 -0.073 0.106
C -0.373 0.491 -0.185
C -0.200 -0.218 -0.660
H -0.391 -0.227 0.014
H 0.057 -0.297 0.091
H 0.064 0.252 0.306
H -0.279 0.230 0.046
Mn 2.390 2.672 -2.624
Cl -1.301 2.225 0.483
C -1.052 -1.673 -0.797
C -1.495 -1.927 0.011
C 0.213 -0.175 0.922
H -0.238 0.453 -0.148
C -0.868 -0.428 0.620
C -0.664 -2.550 0.406
H 0.372 0.045 0.009
H 0.058 0.131 -0.269
H 0.100 0.646 0.182
H 0.286 0.196 0.427
S 1.372 1.710 0.579
C -3.142 -4.503 -1.058
N 3.599 3.269 1.628

Calculated values
- <S²> = 8.765
- net charge = -2
- LUMO energy (spin up / spin down) (Ha) = 0.1927 / 0.1923
- 2S+1 = 6
- strongest force on any atom (eV Å⁻¹) = 5.59



This record from the OMol25 dataset describes a cluster of 2 separate species, C11H10ClN2O2 in total in a non-equilibrium geometry. The level of theory is wB97M-V/def2-TZVPD.

Each line ends with the Mulliken charge.
Cartesian coordinates (Å):
1 O 2.392 2.556 2.325  -0.42
2 C 2.064 1.518 1.696  0.41
3 O 1.041 0.611 2.195  -0.19
4 Cl 0.668 -0.542 0.995  0.08
5 C 2.756 1.073 0.304  0.25
6 C 2.184 1.728 -1.015  -0.22
7 C 2.862 1.252 -2.344  -0.21
8 N 3.926 0.258 -2.340  -0.07
9 C 4.467 -0.358 -1.137  -0.23
10 C 3.924 0.007 0.280  -0.22
11 H 1.334 2.499 -1.005  0.37
12 H 2.501 1.726 -3.333  0.36
13 H 4.341 -0.037 -3.239  0.29
14 H 5.302 -1.136 -1.190  0.37
15 H 4.294 -0.449 1.261  0.38
16 N -3.463 -2.157 -0.348  -0.56
17 C -4.776 -1.922 -0.198  -0.24
18 C -5.293 -0.914 0.601  -0.31
19 C -4.404 -0.102 1.290  -0.47
20 C -3.041 -0.324 1.154  0.04
21 C -2.625 -1.355 0.328  0.12
22 H -5.431 -2.585 -0.753  0.37
23 H -6.363 -0.769 0.683  0.37
24 H -4.770 0.697 1.926  0.37
25 H -2.319 0.291 1.678  0.32
26 H -1.570 -1.566 0.187  0.01

Atomic forces in eV per Å
O -1.769 -5.292 -3.106
C 1.089 2.770 1.973
O 2.116 1.636 -1.555
Cl -0.232 0.022 0.641
C 0.622 -0.686 -2.581
C 3.914 -3.288 -0.303
C -0.396 0.131 3.437
N -1.271 0.928 3.204
C -2.255 1.879 2.480
C -1.951 2.251 -4.116
H 1.558 -1.393 -0.078
H 0.968 -1.222 1.658
H -0.414 0.321 0.677
H -1.403 1.358 -0.443
H -0.451 0.645 -1.834
N -0.161 0.524 0.389
C 0.550 -0.254 -0.184
C 0.134 0.106 0.094
C -0.078 0.080 0.055
C -0.041 -0.020 -0.046
C -0.461 -0.400 -0.356
H -0.012 0.057 0.044
H 0.065 -0.032 -0.016
H 0.027 -0.064 -0.043
H -0.032 -0.029 -0.002
H -0.117 -0.029 0.011

Calculated values
- net charge = +1
- LUMO energy (Ha) = -0.2102
- 2S+1 = 1
- strongest force on any atom (eV Å⁻¹) = 6.39



This record from the OMol25 dataset describes a structure of composition C11H10MnN4OS5 in a non-equilibrium geometry. The level of theory is wB97M-V/def2-TZVPD.

Each line ends with the Mulliken spin population.
Cartesian coordinates (Å):
1 Mn 0.812 0.198 0.382  3.06
2 C -2.018 -2.993 1.165  -0.01
3 C -1.285 -1.838 0.550  -0.02
4 N -0.044 -1.560 0.835  -0.04
5 N 0.744 -2.520 1.477  -0.02
6 C 2.009 -2.273 1.843  0.01
7 N 2.744 -3.259 2.461  0.00
8 S 2.746 -0.715 1.686  -0.04
9 C -1.872 -0.807 -0.237  0.07
10 C -3.215 -0.797 -0.818  0.01
11 C -3.655 0.400 -1.373  0.01
12 C -2.735 1.453 -1.565  0.00
13 C -1.517 1.365 -1.017  0.03
14 N -0.996 0.244 -0.442  -0.06
15 H -1.941 -3.011 2.264  0.00
16 H -1.589 -3.952 0.834  0.00
17 H -3.071 -2.953 0.872  0.00
18 H 0.509 -3.482 1.254  0.00
19 H 2.251 -4.055 2.946  0.00
20 H 3.632 -2.896 2.817  0.00
21 H -3.854 -1.637 -0.649  0.00
22 H -4.694 0.455 -1.691  0.00
23 H -2.999 2.365 -2.167  0.00
24 H -0.797 2.166 -1.167  0.00
25 O 3.484 6.300 -2.606  -0.01
26 C 3.118 5.270 -2.133  0.00
27 S 3.603 3.563 -2.633  -0.01
28 C 2.697 2.681 -1.393  -0.01
29 C 2.046 3.418 -0.373  -0.03
30 S 1.298 2.712 0.953  0.05
31 S 2.019 5.165 -0.600  -0.03
32 S 2.571 0.996 -1.476  0.03

Atomic forces in eV per Å
Mn 1.622 -0.244 0.588
C 0.025 -0.333 -0.558
C 1.226 -1.079 1.923
N 1.239 -0.810 0.033
N -1.153 -0.702 -0.344
C 1.959 0.477 1.396
N -1.928 0.660 -0.356
S -1.396 -0.385 -0.664
C -1.619 2.195 -2.484
C 2.749 0.952 1.984
C 0.404 -0.281 -0.539
C -2.867 0.572 -0.969
C 2.910 -0.834 -0.141
N -2.705 1.042 -0.083
H 0.043 0.374 -0.328
H -0.290 0.190 -0.107
H 0.255 -0.222 0.171
H -0.126 -0.005 0.270
H 1.051 1.225 -0.759
H -0.414 -0.690 -0.019
H -0.317 -0.245 -0.088
H 0.277 0.180 -0.173
H 0.103 -1.029 0.968
H -0.127 -0.074 0.177
O -0.775 -1.956 0.614
C 0.328 0.375 0.641
S -0.540 0.057 0.668
C 0.950 -2.419 -2.236
C -1.478 1.783 1.709
S 0.115 0.356 -0.851
S 0.441 -0.685 -0.257
S 0.039 1.553 -0.185

Calculated values
- <S²> = 3.812
- net charge = +2
- LUMO energy (spin up / spin down) (Ha) = -0.3226 / -0.3221
- 2S+1 = 4
- strongest force on any atom (eV Å⁻¹) = 3.69



This record from the OMol25 dataset describes a structure of composition C11H10N2OS in a non-equilibrium geometry. The level of theory is wB97M-V/def2-TZVPD.

Each line ends with the Mulliken charge.
Cartesian coordinates (Å):
1 C -0.857 -1.513 3.466  0.00
2 C -0.998 -0.694 2.608  -0.48
3 C -1.164 0.288 1.554  -0.93
4 C -0.577 -0.283 0.292  0.34
5 C 0.668 -0.011 -0.177  0.63
6 C 1.578 0.968 0.546  -1.10
7 O 1.046 2.279 0.573  -0.34
8 C 1.094 2.932 -0.676  -0.66
9 C 1.183 -0.632 -1.351  -0.69
10 C 0.450 -1.505 -2.068  -0.83
11 C -0.852 -1.791 -1.624  0.53
12 N -1.728 -2.617 -2.207  -0.71
13 S -3.049 -2.618 -1.327  0.16
14 N -2.612 -1.581 -0.158  -0.61
15 C -1.373 -1.204 -0.458  0.99
16 H -0.602 -2.384 4.006  0.44
17 H -2.212 0.520 1.413  0.42
18 H -0.646 1.189 1.853  0.37
19 H 1.654 0.652 1.583  0.36
20 H 2.581 0.948 0.123  0.47
21 H 0.208 3.551 -0.768  0.26
22 H 1.962 3.586 -0.758  0.25
23 H 1.095 2.240 -1.517  0.32
24 H 2.184 -0.374 -1.645  0.37
25 H 0.830 -1.964 -2.966  0.43

Atomic forces in eV per Å
C 0.339 -0.420 -0.307
C -0.343 0.056 0.277
C 0.392 0.045 0.063
C -0.429 0.028 -0.244
C 0.555 0.434 0.220
C -0.551 -0.204 0.284
O 0.140 -0.076 0.050
C -0.144 0.243 -0.149
C -0.189 0.069 0.198
C 0.365 -0.152 -0.555
C -0.484 -0.578 -0.452
N 0.199 -0.320 -0.544
S 0.098 0.496 0.631
N -0.601 -0.444 -0.302
C 0.371 0.630 0.682
H -0.103 -0.097 0.520
H -0.250 0.028 -0.043
H 0.038 0.347 -0.122
H 0.110 0.085 0.200
H 0.145 0.055 -0.162
H -0.158 0.105 0.026
H 0.223 -0.042 0.070
H -0.003 -0.182 -0.048
H 0.267 0.014 -0.175
H 0.012 -0.121 -0.116

Calculated values
- LUMO energy (Ha) = -0.0213
- 2S+1 = 1
- strongest force on any atom (eV Å⁻¹) = 1.00



Q: Which formula does entry 5 have?
A: C11H10MnN4OS5



Q: Look up the strongest force on any atom of the fourth one.
A: 6.39 eV Å⁻¹